{
  "formula": "C77H54O38",
  "method": "the ωB97M-V functional and the def2-TZVPD basis",
  "orbital_gap_ev": 6.327,
  "largest_force_ha_per_bohr": 0.1681,
  "lumo_ev": -1.90,
  "elements": ["O", "C", "C", "C", "C", "C", "C", "C", "C", "O", "C", "C", "C", "C", "C", "C", "C", "C", "C", "C", "C", "C", "C", "C", "C", "H", "H", "H", "H", "H", "H", "H", "H", "H", "H", "H", "H", "H", "H", "H", "H", "H", "H", "C", "C", "C", "O", "C", "C", "C", "O", "O", "O", "H", "H", "H", "H", "C", "C", "C", "O", "C", "C", "C", "O", "O", "O", "H", "H", "H", "H", "C", "C", "C", "O", "C", "C", "C", "O", "O", "O", "H", "H", "H", "H", "C", "C", "C", "O", "C", "C", "C", "O", "O", "O", "H", "H", "H", "H", "C", "C", "C", "O", "C", "C", "C", "O", "O", "O", "H", "H", "H", "H", "C", "C", "C", "O", "C", "C", "C", "O", "O", "O", "H", "H", "H", "H", "C", "C", "C", "O", "C", "C", "C", "O", "O", "O", "H", "H", "H", "H", "C", "C", "C", "O", "C", "C", "C", "O", "O", "O", "H", "H", "H", "H", "C", "C", "C", "O", "C", "C", "C", "O", "O", "O", "H", "H", "H", "H"],
  "coordinates": [[-8.3608, 1.5427, 1.1419], [-7.5938, 0.4541, 0.9079], [-7.4521, -0.2421, -0.6062], [-7.5015, 0.6434, -2.0066], [-7.3513, -0.0652, -3.5009], [-7.1389, -1.7070, -3.5341], [-7.0812, -2.6590, -2.1623], [-7.2529, -1.8993, -0.7131], [-7.2706, -2.6908, 0.7575], [-7.9342, -3.8482, 0.8121], [-6.5097, -1.9345, 1.9969], [-5.6220, -2.7808, 3.0848], [-5.3924, -4.4038, 3.1126], [-4.9835, -5.0748, 1.6738], [-4.0309, -4.1454, 0.7167], [-2.7063, -3.5111, 1.4974], [-2.5875, -1.8573, 1.4858], [-1.3061, -1.2081, 2.2951], [-0.2433, -2.2171, 3.0685], [-0.3726, -3.8608, 3.0538], [-1.6443, -4.5095, 2.2478], [-4.8657, -1.8900, 4.2815], [-5.0325, -0.2291, 4.3810], [-5.9438, 0.6000, 3.2803], [-6.6775, -0.2755, 2.0954], [-7.6760, 1.8174, -1.8881], [-7.4024, 0.5561, -4.5180], [-7.0529, -2.2492, -4.5852], [-6.9310, -3.8279, -2.2031], [-6.3833, -4.9283, 3.4939], [-4.5437, -4.6598, 3.9123], [-4.3448, -6.0495, 1.9324], [-5.9160, -5.4890, 1.0544], [-4.6199, -3.3244, 0.0947], [-3.5730, -4.8787, -0.1066], [-3.3588, -1.1330, 0.9680], [-1.2046, -0.0391, 2.2936], [0.6649, -1.7625, 3.6587], [0.4123, -4.5189, 3.6426], [-1.7982, -5.6851, 2.2155], [-4.1978, -2.3984, 5.1299], [-4.4872, 0.3961, 5.2347], [-6.0591, 1.7819, 3.3612], [-0.1118, -4.6187, -1.1048], [-0.7060, -4.7759, -2.2892], [-0.1163, -5.6503, -3.3407], [-0.6952, -5.7901, -4.4123], [1.1613, -6.3174, -3.0454], [1.7571, -6.1573, -1.8622], [1.1534, -5.3051, -0.8013], [1.7154, -5.1919, 0.2829], [2.9593, -6.7792, -1.5790], [-1.8940, -4.1319, -2.5827], [-0.5305, -3.9880, -0.3308], [1.5879, -6.9357, -3.8248], [3.1834, -6.5084, -0.6620], [-2.1210, -4.4074, -3.4975], [-3.4762, 2.4005, -3.1579], [-3.4470, 3.1261, -4.2774], [-2.9899, 2.5396, -5.5677], [-2.9920, 3.2257, -6.5837], [-2.5427, 1.1380, -5.5676], [-2.5687, 0.4136, -4.4473], [-3.0517, 0.9920, -3.1634], [-3.0812, 0.2959, -2.1541], [-2.1473, -0.9034, -4.4395], [-3.8419, 4.4512, -4.2794], [-3.8082, 2.8134, -2.2136], [-2.1962, 0.7295, -6.5083], [-2.2642, -1.2093, -3.5136], [-3.7307, 4.7552, -5.2065], [3.7739, 0.7189, 6.1960], [3.3712, -0.1841, 5.2999], [2.7157, -1.4531, 5.7213], [2.3392, -2.2553, 4.8741], [2.5489, -1.6970, 7.1626], [2.9548, -0.7954, 8.0586], [3.5850, 0.4854, 7.6360], [3.9312, 1.3028, 8.4823], [2.8036, -1.0194, 9.4148], [3.5477, 0.0272, 3.9448], [4.2497, 1.6465, 5.9034], [2.0872, -2.6312, 7.4558], [3.1725, -0.2220, 9.8536], [3.1733, -0.7674, 3.5059], [6.7292, -1.4290, 0.4514], [5.5853, -0.7432, 0.4940], [4.2670, -1.4326, 0.4260], [3.2327, -0.7772, 0.4866], [4.2616, -2.8967, 0.2818], [5.4056, -3.5820, 0.2357], [6.7229, -2.8951, 0.3314], [7.7571, -3.5538, 0.3046], [5.4078, -4.9579, 0.0974], [5.5833, 0.6352, 0.6040], [7.6944, -0.9410, 0.5020], [3.2970, -3.3834, 0.2156], [6.3549, -5.2180, 0.0914], [4.6363, 0.8945, 0.6161], [-1.9260, -1.9435, 9.9390], [-2.6635, -1.2025, 10.7683], [-2.1441, -0.7815, 12.0989], [-2.8378, -0.0849, 12.8314], [-0.7982, -1.2313, 12.4872], [-0.0622, -1.9751, 11.6592], [-0.5709, -2.3727, 10.3178], [0.1361, -3.0414, 9.5715], [1.2025, -2.4036, 12.0188], [-3.9391, -0.7975, 10.4203], [-2.2902, -2.2547, 8.9681], [-0.4399, -0.9331, 13.4642], [1.5298, -2.9228, 11.2521], [-4.2639, -0.2733, 11.1844], [2.2845, 6.1642, -5.7956], [1.1405, 6.8500, -5.7530], [-0.1777, 6.1606, -5.8209], [-1.2121, 6.8160, -5.7604], [-0.1832, 4.6965, -5.9652], [0.9609, 4.0112, -6.0113], [2.2781, 4.6981, -5.9156], [3.3124, 4.0394, -5.9424], [0.9631, 2.6353, -6.1495], [1.1386, 8.2284, -5.6429], [3.2496, 6.6523, -5.7450], [-1.1478, 4.2098, -6.0314], [1.9101, 2.3753, -6.1556], [0.1915, 8.4878, -5.6308], [-3.3414, 9.0879, -7.3673], [-4.2922, 9.2277, -8.2932], [-4.4564, 10.5013, -9.0473], [-5.3270, 10.5935, -9.9055], [-3.5538, 11.6165, -8.7213], [-2.6053, 11.4776, -7.7930], [-2.4237, 10.1953, -7.0588], [-1.5311, 10.0921, -6.2240], [-1.7554, 12.5224, -7.4797], [-5.1602, 8.1920, -8.5867], [-3.2094, 8.1670, -6.8133], [-3.6956, 12.5422, -9.2642], [-1.1592, 12.1734, -6.7818], [-5.7524, 8.5391, -9.2889], [9.1366, 3.4885, 3.9609], [8.9932, 4.7119, 4.4741], [7.6547, 5.2347, 4.8652], [7.5567, 6.3557, 5.3518], [6.4852, 4.3703, 4.6426], [6.6285, 3.1482, 4.1261], [7.9697, 2.6154, 3.7610], [8.0716, 1.4813, 3.3054], [5.5334, 2.3316, 3.9117], [10.0850, 5.5392, 4.6625], [10.1038, 3.0950, 3.6744], [5.5165, 4.7694, 4.9146], [5.8970, 1.5016, 3.5330], [9.7220, 6.3668, 5.0468], [3.9004, -3.9923, -6.0931], [4.6251, -4.2893, -7.1735], [5.6407, -5.3782, -7.1484], [6.2781, -5.6407, -8.1623], [5.8432, -6.1027, -5.8840], [5.1208, -5.8032, -4.8028], [4.0863, -4.7332, -4.8360], [3.4253, -4.4932, -3.8312], [5.3079, -6.4783, -3.6105], [4.4578, -3.5956, -8.3579], [3.1573, -3.2049, -6.0980], [6.5969, -6.8796, -5.8746], [4.6669, -6.0801, -2.9820], [5.0945, -3.9978, -8.9880]],
  "forces_ev_per_a": [[5.059, -6.829, -1.569], [-2.255, 3.539, 0.674], [0.340, -1.576, -3.171], [0.178, -3.131, 0.177], [0.192, -2.816, 3.976], [-0.418, 1.492, 2.918], [-0.759, 4.664, 0.600], [0.115, 2.039, -1.881], [-2.454, -3.431, -0.839], [4.287, 6.656, 0.100], [1.272, 1.119, 2.044], [-0.028, 3.849, 0.809], [-0.317, 0.148, 0.114], [0.560, -0.781, -0.162], [1.206, -0.655, -0.472], [1.148, 1.552, 1.106], [3.813, -2.487, 2.709], [-1.008, -4.473, -0.410], [-2.502, -1.364, -1.708], [-3.203, 2.869, -2.025], [0.638, 4.117, 0.313], [-2.123, 2.591, -2.156], [-1.811, -2.030, -3.004], [0.313, -4.333, -0.205], [1.571, -1.117, 1.621], [0.446, -2.927, -0.378], [0.134, -1.521, 2.661], [-0.158, 1.307, 2.525], [-0.393, 2.767, 0.056], [1.980, 1.233, -0.807], [-1.838, 0.882, -1.827], [-1.365, 2.112, -0.465], [1.955, 1.273, 1.457], [1.290, -1.521, 1.643], [-1.064, 1.530, 1.666], [1.609, -1.890, 1.078], [0.005, -2.623, 0.167], [-2.157, -1.003, -1.434], [-1.848, 1.563, -1.460], [0.312, 2.834, 0.010], [-1.659, 1.062, -2.285], [-1.300, -1.672, -2.072], [0.178, -2.988, -0.341], [0.251, -0.028, 0.217], [-1.322, 0.972, 0.165], [0.125, -0.462, -0.891], [0.178, 0.282, 0.797], [-0.311, 0.015, -0.061], [1.295, -1.015, -0.250], [-0.200, 0.491, 0.799], [-0.071, -0.260, -0.828], [-1.379, 1.120, 0.325], [1.398, -1.057, -0.384], [0.003, -0.002, 0.039], [-0.031, 0.037, 0.035], [-0.014, -0.064, -0.288], [0.106, 0.078, 0.351], [0.056, -0.315, 0.158], [-0.625, 1.712, 0.548], [0.162, -0.413, -0.846], [-0.163, -0.181, 0.729], [-0.104, 0.426, -0.238], [0.687, -1.789, -0.511], [-0.286, -0.012, 1.197], [0.146, 0.319, -0.942], [-0.752, 1.753, 0.737], [0.674, -1.717, -0.786], [0.008, -0.036, -0.057], [-0.008, 0.037, 0.052], [0.052, 0.060, -0.295], [-0.038, -0.042, 0.369], [0.026, 0.140, 0.376], [0.467, 0.763, -1.537], [-0.377, -0.846, 0.118], [0.482, 0.649, 0.380], [-0.049, -0.143, -0.390], [-0.435, -0.788, 1.599], [0.464, 0.967, 0.097], [-0.347, -0.794, -0.395], [0.496, 0.985, -1.549], [-0.519, -1.000, 1.496], [-0.043, -0.078, -0.014], [-0.025, 0.049, 0.007], [-0.139, -0.309, -0.162], [0.098, 0.318, 0.087], [0.172, -0.294, -0.019], [0.567, 1.741, 0.143], [-0.960, -0.206, -0.066], [0.846, -0.154, 0.052], [-0.196, 0.298, 0.006], [-0.600, -1.582, -0.170], [1.093, 0.087, 0.028], [-0.926, 0.210, -0.024], [0.761, 1.622, 0.138], [-0.786, -1.732, -0.076], [-0.056, -0.029, 0.024], [0.019, 0.010, 0.063], [-0.356, 0.102, 0.008], [0.352, -0.095, -0.005], [0.347, -0.178, -0.083], [-1.651, 0.279, -0.946], [0.073, 0.457, 1.025], [0.253, -0.506, -0.747], [-0.351, 0.209, 0.055], [1.683, -0.333, 0.962], [-0.031, -0.457, -1.011], [-0.292, 0.445, 0.712], [-1.649, 0.193, -1.156], [1.636, -0.161, 1.142], [0.031, 0.019, 0.059], [-0.024, -0.010, -0.058], [-0.083, 0.275, 0.262], [0.128, -0.201, -0.300], [0.193, -0.417, -0.029], [0.527, 1.992, 0.168], [-0.987, -0.247, -0.041], [0.773, -0.257, -0.039], [-0.160, 0.348, 0.112], [-0.551, -1.721, -0.197], [1.106, 0.202, 0.021], [-0.894, 0.175, -0.015], [0.766, 1.749, 0.215], [-0.755, -1.988, -0.157], [-0.066, -0.037, 0.004], [0.185, 0.143, -0.090], [-0.376, 0.113, 0.010], [0.216, 0.104, -0.025], [0.325, 0.126, 0.244], [-0.895, -1.649, -0.029], [-0.421, 0.716, -0.713], [0.536, -0.348, 0.682], [-0.269, -0.157, -0.186], [0.854, 1.709, 0.051], [0.229, -0.844, 0.594], [-0.342, 0.392, -0.565], [-0.734, -1.833, 0.131], [0.803, 1.834, -0.144], [0.055, 0.046, -0.021], [0.012, -0.058, 0.025], [-0.238, 0.152, -0.295], [0.242, -0.141, 0.274], [-0.167, -0.330, -0.111], [1.770, 0.704, 0.045], [-0.762, 0.699, 0.382], [0.377, -0.770, -0.389], [0.162, 0.301, 0.121], [-1.736, -0.622, -0.093], [0.805, -0.715, -0.405], [-0.393, 0.777, 0.362], [1.947, 0.568, 0.045], [-1.926, -0.539, 0.046], [-0.067, 0.018, 0.024], [0.055, -0.009, -0.009], [-0.221, 0.242, 0.068], [0.146, -0.333, -0.145], [-0.109, -0.076, 0.396], [-0.612, 1.237, -1.355], [0.814, -0.730, -0.291], [-0.604, 0.435, 0.552], [0.070, 0.091, -0.444], [0.681, -1.256, 1.459], [-0.731, 0.707, 0.239], [0.640, -0.262, -0.540], [-0.764, 1.433, -1.399], [0.774, -1.369, 1.249], [0.035, -0.058, 0.000], [-0.048, 0.044, -0.005], [0.110, -0.299, -0.066], [-0.254, 0.150, 0.249]]
}